[1]
This record from the OMol25 dataset describes a cluster of 7 separate species, C18H18BrCl24I5N2O3S in total. The level of theory is wB97M-V/def2-TZVPD.

HOMO energy = -8.981 eV
gap between HOMO and LUMO = 8.051 eV

Last column: Löwdin charge in e.
Element x y z (Å)
1 C 1.4814 6.4884 2.5862  -0.24
2 C 0.7776 5.1766 1.9706  -0.71
3 I -0.2934 5.5652 0.1262  0.90
4 C 0.8890 3.9050 2.5966  -0.60
5 I 2.1543 3.9670 4.3719  1.01
6 C 0.1607 2.6696 1.9444  -0.34
7 O 1.0306 2.3194 0.8188  -0.24
8 S 2.5012 1.6761 1.3313  0.71
9 O 2.9259 0.8117 0.1603  -0.44
10 O 3.5932 2.6830 1.4887  -0.32
11 C 2.2490 0.5273 2.7591  -0.81
12 N 3.2786 0.7224 3.8332  -0.16
13 Br 2.6498 -1.3521 2.1035  0.83
14 C 0.7722 0.4542 3.4060  -0.58
15 I 1.0262 0.5280 5.6113  0.93
16 C -0.3479 1.4441 2.8303  -0.39
17 C -1.4952 1.8566 3.8991  -0.27
18 C -1.2764 3.1702 4.7618  -0.31
19 N -2.5292 3.3067 5.6214  -0.03
20 C -1.2174 0.5197 1.7817  -0.67
21 I -2.6813 -0.8293 2.7013  0.98
22 C -0.4438 -0.3462 0.7144  -0.75
23 C -0.4721 -1.9553 0.8809  -0.33
24 I -1.4963 -0.0208 -1.2153  0.82
25 H 1.1555 7.4323 2.0228  0.06
26 H 1.0966 6.6455 3.6558  0.06
27 H 2.6189 6.4086 2.5637  0.07
28 H -0.7945 3.0847 1.4576  0.11
29 H 3.6527 -0.2085 4.0902  0.04
30 H 4.0972 1.2258 3.4618  0.08
31 H 0.3798 -0.6147 3.2818  0.03
32 H -2.4122 2.0949 3.2489  0.11
33 H -1.6966 1.0576 4.6761  0.04
34 H -1.2659 4.1444 4.1550  0.11
35 H -0.4311 3.1210 5.5204  0.01
36 H -3.1268 2.4913 5.4489  0.05
37 H -3.0222 4.1785 5.3717  0.06
38 H -1.8738 1.2734 1.2178  0.04
39 H 0.6303 -0.1077 0.4751  0.03
40 H 0.3622 -2.3286 0.1790  0.08
41 H -0.1651 -2.3126 1.9097  0.03
42 H -1.4145 -2.4340 0.4715  0.00
43 Cl -3.9192 -4.0617 0.1348  0.50
44 C -5.3446 -4.3725 1.1468  -2.02
45 Cl -5.0651 -3.7310 2.7799  0.48
46 Cl -6.7613 -3.5756 0.4332  0.52
47 Cl -5.6338 -6.1216 1.2403  0.52
48 Cl -2.9506 7.3503 -4.8680  0.52
49 C -2.4532 7.1735 -3.1733  -2.03
50 Cl -1.8627 5.5207 -2.8993  0.45
51 Cl -1.1569 8.3315 -2.8121  0.51
52 Cl -3.8412 7.4885 -2.1122  0.52
53 Cl -1.8367 -3.5349 -2.8783  0.48
54 C -1.8465 -5.1636 -3.5854  -2.00
55 Cl -3.4954 -5.8208 -3.5358  0.52
56 Cl -1.2916 -5.0815 -5.2712  0.47
57 Cl -0.7604 -6.2181 -2.6591  0.49
58 Cl 4.4403 -7.4929 -4.8653  0.52
59 C 3.0150 -7.8248 -3.8597  -2.02
60 Cl 3.2806 -7.1815 -2.2257  0.51
61 Cl 1.5897 -7.0469 -4.5757  0.47
62 Cl 2.7496 -9.5783 -3.7693  0.52
63 Cl 4.7808 1.7626 -1.9518  0.56
64 C 4.8908 0.5197 -3.2115  -2.03
65 Cl 6.1096 0.9967 -4.4133  0.51
66 Cl 5.3593 -1.0279 -2.4767  0.51
67 Cl 3.3133 0.3424 -4.0075  0.51
68 Cl -0.6586 -4.7805 -8.1168  0.48
69 C -0.4674 -6.0185 -9.3757  -2.02
70 Cl 0.7870 -5.5068 -10.5230  0.52
71 Cl 0.0079 -7.5552 -8.6244  0.52
72 Cl -2.0060 -6.2301 -10.2356  0.52

=====

[2]
This record from the OMol25 dataset describes the molecule C18H18ClF3N4O2S. The level of theory is wB97M-V/def2-TZVPD.

HOMO energy = -7.603 eV
gap between HOMO and LUMO = 8.187 eV

Last column: Löwdin charge in e.
Element x y z (Å)
1 C 2.7825 2.3318 -2.7299  -0.05
2 O 2.0914 1.9823 -1.5447  -0.06
3 C 2.6446 0.9784 -0.8224  -0.43
4 O 3.6580 0.4182 -1.1937  0.09
5 C 1.8991 0.6595 0.3800  -0.11
6 C 2.4047 -0.2453 1.3126  -0.55
7 N 3.6304 -0.7620 1.4013  0.07
8 C 4.3180 -1.5226 0.6456  -0.19
9 N 3.9209 -2.3731 -0.3042  -0.19
10 C 4.8834 -3.0237 -1.1563  -0.05
11 C 2.5441 -2.5066 -0.7113  -0.03
12 S 1.3144 -0.4454 2.6633  1.10
13 C 0.1845 0.6753 1.9519  -0.46
14 C 0.6266 1.1880 0.7795  -0.20
15 C -0.2106 2.1831 0.0352  -0.09
16 C -1.3218 2.7144 0.9488  -0.16
17 N -2.0032 1.6179 1.6083  -0.06
18 C -2.9933 0.8749 1.0609  -0.27
19 N -3.0790 -0.3878 1.5065  0.13
20 C -3.9964 -1.2211 1.0800  -0.07
21 C -4.9399 -0.8697 0.1272  -0.11
22 C -5.9736 -1.8207 -0.3804  -0.59
23 F -5.7634 -3.0838 0.0142  0.14
24 F -6.0315 -1.8458 -1.7260  0.13
25 F -7.2171 -1.4980 0.0306  0.13
26 C -4.9291 0.4502 -0.3264  -0.04
27 C -3.9793 1.3301 0.1407  -0.53
28 Cl -4.1549 2.9687 -0.4037  0.73
29 C -1.1285 0.9960 2.5898  -0.16
30 H 2.2393 3.1685 -3.1623  0.09
31 H 3.8118 2.6181 -2.5023  0.10
32 H 2.8015 1.4892 -3.4253  0.10
33 H 5.3797 -1.5589 0.8700  0.14
34 H 4.8749 -2.5721 -2.1519  0.10
35 H 4.6415 -4.0849 -1.2495  0.09
36 H 5.8823 -2.9234 -0.7384  0.09
37 H 1.8851 -2.2731 0.1219  0.09
38 H 2.3113 -1.8362 -1.5428  0.10
39 H 2.3640 -3.5358 -1.0240  0.09
40 H 0.4059 3.0122 -0.3102  0.12
41 H -0.6462 1.7055 -0.8475  0.13
42 H -2.0139 3.3259 0.3791  0.04
43 H -0.8802 3.3329 1.7351  0.14
44 H -3.9664 -2.2122 1.5109  0.13
45 H -5.6751 0.7865 -1.0310  0.12
46 H -1.6025 0.0922 2.9717  0.11
47 H -0.9938 1.7028 3.4192  0.13

=====

[3]
This record from the OMol25 dataset describes a structure of composition C18H18ClLuO5. The level of theory is wB97M-V/def2-TZVPD.

HOMO energy (alpha / beta) = -7.112 / -7.069 eV
gap between HOMO and LUMO (alpha / beta) = 6.336 / 6.226 eV
ΔE to the lowest compared entry with this formula, charge and spin = 881.10 kJ/mol

Last column: Löwdin charge in e.
Element x y z (Å)
1 C 0.8048 -1.7037 2.9307  -0.11
2 C -0.7712 -1.8014 2.8659  -0.09
3 C -1.0753 -2.1187 1.5560  -0.20
4 H -1.4189 -1.3452 3.6142  0.10
5 C 0.1405 -2.3823 0.8551  -0.23
6 C 1.2556 -2.0095 1.6368  -0.23
7 H 2.2943 -2.0937 1.4056  0.10
8 H 1.3972 -1.2483 3.7338  0.10
9 H -2.0799 -2.2496 1.2308  0.11
10 H 0.1963 -2.7570 -0.1446  0.09
11 C -1.1576 2.1383 1.3889  -0.17
12 C -1.1698 1.7245 2.6862  -0.03
13 C 0.3150 1.6512 3.1114  -0.22
14 H -1.9168 1.2279 3.2970  0.12
15 C 1.1021 2.0216 1.9549  -0.14
16 C 0.2037 2.4126 0.9716  -0.15
17 H 0.4649 2.7838 0.0044  0.11
18 H -2.0396 2.2623 0.8185  0.11
19 H 0.7850 1.3526 4.0364  0.09
20 H 2.1728 2.0967 1.9955  0.12
21 Lu 0.0731 0.0117 1.1341  1.63
22 O -0.8431 0.0762 -0.5417  -0.37
23 C -1.1276 -0.7702 -1.5612  -0.36
24 C 0.0351 -0.9530 -2.4623  -0.02
25 H -1.4599 -1.7423 -1.1651  0.10
26 H -1.9632 -0.3135 -2.0750  0.12
27 H 0.7759 -1.6835 -2.1395  0.11
28 H 0.9564 -2.0216 -4.6975  0.11
29 C 0.7345 -0.9594 -4.7969  -0.04
30 C 0.2285 -0.2701 -3.6473  -0.24
31 C -0.0604 1.1259 -3.8217  -0.03
32 H -0.4316 1.6922 -2.9682  0.11
33 C 0.1399 1.7527 -5.0355  -0.10
34 H -0.0869 2.8117 -5.1307  0.10
35 C 0.6250 1.0434 -6.1382  -0.09
36 H 0.7741 1.5464 -7.0886  0.10
37 C 0.9171 -0.3177 -6.0057  -0.10
38 H 1.2952 -0.8768 -6.8579  0.10
39 O -0.5274 -1.3775 5.4981  -0.31
40 Cl -0.0157 -0.0075 5.3528  0.91
41 O -0.9383 1.0769 5.4393  -0.29
42 O 1.3898 0.1378 5.5592  -0.30
43 O 0.0065 0.0560 3.2003  -0.61

=====

What did we get for calculated total energy? Answer: -449991.738, -60524.184, -75321.507 eV, in the order shown.